# 1
63
Properties=species:S:1:pos:R:3 method="wB97M-V/def2-TZVPD" charge=-1 homo_ev="-4.614 / -4.633" e_lumo_ev="2.52 / 2.21" s_squared=2.01 e_above_lowest_kcal_mol=1.6 gap_ev="7.135 / 6.842" multiplicity=3 total_energy_ha=-2243.82493
Pd -0.126 -1.530 -0.636
F 1.310 0.434 3.326
F 0.800 -3.652 2.741
F -1.119 -3.333 1.810
F 0.615 -0.979 4.803
F -0.899 -3.070 3.942
F 2.232 -1.508 3.474
O 0.646 -1.226 1.282
N -2.348 -1.337 -0.708
N 2.627 -0.292 -0.894
N 0.338 -5.918 -0.503
N 2.419 -7.173 -0.945
N -0.172 0.612 -1.007
N -2.932 -0.129 -0.780
N -0.302 -3.657 -1.164
N 2.074 -1.508 -1.099
C -3.796 3.595 2.312
C 2.820 -2.361 -0.408
C 3.711 -0.384 -0.105
C 1.058 -0.872 3.529
C -0.285 -2.870 2.753
C 0.061 -4.722 -0.841
C 1.466 -6.541 -0.753
C -3.262 1.713 0.722
C 1.616 3.155 -3.022
C -0.658 2.529 0.432
C -4.272 -1.507 -1.846
C -2.860 2.855 1.395
C 2.934 2.700 -3.030
C 0.035 -1.380 2.486
C 0.624 2.465 -2.357
C 3.191 1.533 -2.334
C -2.393 1.006 -0.097
C -4.095 -0.198 -1.456
C -3.141 -2.177 -1.357
C -1.046 1.370 -0.269
C -1.532 3.247 1.223
C 0.865 1.286 -1.625
C -1.263 -0.585 2.658
C 3.877 -1.708 0.231
C 4.018 3.409 -3.796
C 2.200 0.852 -1.633
H 4.188 2.949 -4.773
H -4.275 1.342 0.837
H -4.800 3.662 1.891
H -3.881 3.102 3.284
H 0.374 2.846 0.353
H 3.756 4.454 -3.969
H -3.442 4.611 2.492
H -5.088 -1.913 -2.417
H 1.359 4.059 -3.564
H 4.267 0.499 0.164
H -1.670 -0.652 3.666
H -1.165 4.123 1.747
H -4.688 0.686 -1.611
H 4.194 1.120 -2.321
H -2.839 -3.206 -1.455
H 2.543 -3.402 -0.378
H 4.966 3.388 -3.257
H -1.063 0.456 2.407
H 4.620 -2.132 0.881
H -1.997 -0.971 1.952
H -0.395 2.833 -2.384

# 2
58
Properties=species:S:1:pos:R:3 method="wB97M-V/def2-TZVPD" charge=+3 homo_ev=-15.665 e_lumo_ev=-11.28 e_above_lowest_kcal_mol=8.7 gap_ev=4.389 total_energy_ha=-2154.40009
Ta -0.171 0.177 -0.284
I -0.858 3.739 2.085
I -3.654 1.222 6.742
O 0.144 1.907 -0.907
O -1.246 0.650 1.102
O 3.142 3.293 -3.623
N 1.720 1.298 -2.454
N 1.490 -0.160 0.960
N 1.212 0.111 -2.021
N -0.419 -1.755 -1.362
N -0.675 -1.759 1.643
C 2.795 -1.010 2.763
C 0.594 -3.310 -2.889
C 2.301 4.102 -2.992
C -1.740 0.853 2.360
C -2.188 -0.306 2.992
C 0.548 5.939 -1.777
C 3.892 -0.271 2.362
C -2.800 1.056 4.880
C 2.480 5.473 -3.182
C -0.407 -4.241 -2.617
C 2.584 0.580 0.581
C 0.379 4.613 -1.541
C 1.599 -0.937 2.072
C -1.401 -2.652 -1.144
C 1.255 3.652 -2.132
C 1.437 -0.981 -2.653
C -2.282 2.189 4.250
C 0.550 -2.079 -2.276
C 3.776 0.553 1.249
C -1.432 -3.892 -1.752
C -2.720 -0.197 4.259
C 1.073 2.287 -1.872
C 1.621 6.366 -2.594
C 0.415 -1.682 2.609
C -1.735 2.096 2.979
C -2.022 -1.630 2.284
H -3.079 -1.079 4.776
H 2.476 1.211 -0.287
H 1.765 7.425 -2.767
H 2.119 -1.040 -3.495
H -0.398 -5.210 -3.100
H 0.076 -1.128 3.490
H 4.599 1.164 0.906
H -0.132 6.666 -1.356
H -2.774 -1.736 1.498
H -2.302 3.144 4.757
H -2.185 -2.435 3.003
H 0.728 -2.663 2.969
H 2.852 -1.650 3.633
H 1.383 -3.528 -3.597
H 3.293 5.797 -3.817
H -2.198 -2.350 -0.477
H -0.435 4.264 -0.920
H -2.254 -4.565 -1.552
H 2.907 2.360 -3.494
H 4.826 -0.334 2.908
H -0.653 -2.667 1.194